Entry 1:
{"formula": "C5H4N2", "method": "the ωB97M-V functional and the def2-TZVPD basis", "gap_ev": 10.1, "total_charge": 0, "homo_ev": -9.086, "symbols": ["C", "C", "C", "C", "C", "N", "N", "H", "H", "H", "H"], "coordinates": [[2.828, -0.262, -0.021], [1.628, -0.166, -0.024], [0.211, -0.028, -0.020], [-0.813, -0.940, 0.151], [-1.986, -0.160, 0.082], [-1.718, 1.124, -0.121], [-0.389, 1.182, -0.183], [3.893, -0.335, -0.025], [-0.712, -2.006, 0.293], [-3.014, -0.478, 0.185], [0.071, 2.069, -0.318]], "forces_ev_per_a": [[-0.4, 0.1, 0.0], [0.5, -0.1, 0.0], [-0.1, 0.0, 0.0], [0.0, 0.1, 0.0], [0.0, 0.0, 0.0], [0.0, -0.2, 0.0], [0.2, 0.1, 0.0], [-0.2, 0.0, 0.0], [0.0, 0.2, 0.0], [0.1, 0.0, -0.1], [-0.1, -0.1, 0.0]]}

---

Entry 2:
{"formula": "C5H4N2", "method": "the ωB97M-V functional and the def2-TZVPD basis", "gap_ev": 8.4, "total_charge": 0, "homo_ev": -8.190, "symbols": ["C", "C", "C", "C", "N", "N", "C", "H", "H", "H", "H"], "coordinates": [[0.108, 1.384, 2.323], [0.122, 0.622, 1.393], [0.060, -0.189, 0.251], [0.747, 0.097, -0.908], [0.130, -0.301, -1.994], [-1.240, -1.248, -1.306], [-1.017, -1.062, -0.034], [0.158, 1.997, 3.185], [1.742, 0.533, -0.885], [0.737, -0.236, -2.845], [-1.560, -1.546, 0.811]], "forces_ev_per_a": [[0.1, -0.2, 0.0], [0.4, 0.1, 1.0], [0.3, 0.2, 0.4], [-0.1, 0.1, 0.5], [-0.7, -1.0, 1.3], [1.9, 0.3, -1.0], [0.4, 0.6, -1.0], [-0.1, 0.1, 0.1], [-0.3, 0.3, -0.3], [-1.7, -1.0, 0.4], [-0.2, 0.4, -1.3]]}

---

Entry 3:
{"formula": "C5H4N2", "method": "the ωB97M-V functional and the def2-TZVPD basis", "gap_ev": [7.3, 7.0], "total_charge": 0, "homo_ev": [-9.273, -8.850], "symbols": ["C", "C", "C", "C", "C", "N", "N", "H", "H", "H", "H"], "coordinates": [[1.253, 0.738, -0.729], [1.253, 0.104, 0.472], [-0.014, -0.420, 0.906], [-0.981, -0.888, -0.046], [-0.936, -0.063, -1.102], [0.018, 0.924, -1.203], [-0.377, 0.145, 1.993], [2.106, 1.267, -1.126], [-1.616, -1.745, 0.063], [-1.631, -0.135, -1.930], [0.467, 0.623, 2.335]], "forces_ev_per_a": [[0.0, -0.2, 0.0], [0.6, 0.1, -0.2], [-0.2, -0.2, 1.5], [0.3, -0.4, -0.4], [0.3, 0.2, -0.2], [-0.1, 0.3, -1.7], [-0.2, -0.1, 0.7], [-0.1, 0.1, -0.2], [-0.3, -0.1, 0.1], [-0.1, 0.3, 0.1], [-0.2, -0.2, 0.4]]}

---

Entry 4:
{"formula": "C5H4N2", "method": "the ωB97M-V functional and the def2-TZVPD basis", "gap_ev": [7.1, 7.2], "total_charge": 0, "homo_ev": [-9.142, -9.154], "symbols": ["C", "C", "C", "C", "N", "N", "C", "H", "H", "H", "H"], "coordinates": [[2.895, -0.973, 0.685], [1.687, -0.581, 0.465], [0.356, -0.153, 0.202], [-0.806, -0.849, 0.364], [-1.785, -0.053, -0.107], [-1.351, 1.114, -0.581], [-0.046, 1.084, -0.389], [2.360, 0.430, -1.016], [-0.979, -1.824, 0.785], [-2.767, -0.247, -0.080], [0.436, 2.052, -0.328]], "forces_ev_per_a": [[-0.6, 0.7, -0.8], [1.6, 1.9, -2.7], [-0.4, 0.2, 0.2], [-0.1, -0.1, 0.0], [-0.4, -0.4, -0.1], [0.0, 0.0, 0.4], [-0.5, 0.3, 1.0], [0.1, -2.3, 3.0], [-0.1, 0.0, -0.1], [-0.2, 0.0, -0.2], [0.6, -0.3, -0.8]]}

---

Entry 5:
{"formula": "C5H4N2O", "method": "the ωB97M-V functional and the def2-TZVPD basis", "gap_ev": 8.9, "total_charge": 0, "homo_ev": -8.748, "symbols": ["C", "C", "C", "N", "C", "C", "N", "O", "H", "H", "H", "H"], "coordinates": [[0.018, -0.913, -2.942], [-0.078, -0.675, -1.656], [-0.409, -0.359, -0.336], [-1.444, 0.119, -0.032], [-1.280, 1.117, 0.998], [0.059, 1.136, 1.355], [0.644, 0.132, 0.579], [2.011, -0.435, 0.935], [0.200, -1.376, -3.833], [-2.150, 1.433, 1.688], [0.429, 1.305, 2.345], [2.002, -1.483, 0.899]], "forces_ev_per_a": [[-0.8, 2.2, 10.7], [1.0, -3.2, -9.8], [9.3, -1.4, -0.4], [-8.9, 5.9, 3.5], [-0.6, -1.7, 0.7], [-0.9, -3.2, -0.2], [1.5, -0.7, 0.2], [-2.2, -1.0, -1.0], [0.4, -0.6, -2.0], [1.6, -0.2, -1.8], [0.5, 0.8, 0.0], [-0.8, 3.1, -0.1]]}

---

Entry 6:
{"formula": "C5H4N2O", "method": "the ωB97M-V functional and the def2-TZVPD basis", "gap_ev": 8.4, "total_charge": 0, "homo_ev": -9.564, "symbols": ["O", "C", "C", "C", "N", "C", "C", "N", "H", "H", "H", "H"], "coordinates": [[2.739, -0.130, 0.115], [1.523, -0.009, 0.154], [0.753, -1.152, -0.019], [-0.604, -1.442, -0.053], [-1.583, -0.470, 0.084], [-1.394, 0.795, 0.135], [-0.103, 1.582, -0.156], [1.125, 1.384, -0.045], [1.350, -2.106, -0.233], [-1.083, -2.474, -0.284], [-2.261, 1.377, 0.650], [-0.463, 2.645, -0.349]], "forces_ev_per_a": [[-0.4, -0.4, 0.8], [3.9, 3.2, -1.4], [-3.4, -5.9, -0.7], [0.8, 0.8, -1.3], [-0.6, 0.4, 1.0], [0.3, -0.6, 1.1], [-3.8, 2.4, 0.5], [-0.2, -1.9, 0.3], [-0.5, 1.7, 0.7], [1.5, 1.8, 0.5], [1.5, -0.5, -1.6], [0.9, -1.0, 0.0]]}

---

Entry 7:
{"formula": "C5H4N2O", "method": "the ωB97M-V functional and the def2-TZVPD basis", "gap_ev": 9.6, "total_charge": 0, "homo_ev": -8.673, "symbols": ["C", "C", "C", "C", "N", "N", "C", "O", "H", "H", "H", "H"], "coordinates": [[2.244, 1.558, -1.195], [1.408, 0.855, -0.663], [0.211, 0.248, -0.046], [-0.544, 0.719, 1.037], [-1.507, -0.177, 1.237], [-1.452, -1.198, 0.405], [-0.399, -0.981, -0.400], [0.051, -1.873, -1.223], [2.955, 2.223, -1.626], [-0.457, 1.669, 1.580], [-2.094, -0.341, 2.034], [-0.417, -2.702, -1.141]], "forces_ev_per_a": [[-1.1, -0.9, 0.8], [-0.8, 0.8, 0.0], [1.3, 0.6, -0.5], [1.0, 0.9, -0.5], [-0.4, 0.2, 0.5], [0.9, -1.6, -1.6], [-1.5, 1.4, 3.2], [1.0, -0.8, -1.9], [0.1, -0.2, 0.0], [0.0, -0.7, -0.2], [-0.1, 0.6, 0.1], [-0.4, -0.3, 0.2]]}

---

Entry 8:
{"formula": "C5H4N2O", "method": "the ωB97M-V functional and the def2-TZVPD basis", "spin_multiplicity": 3, "gap_ev": [8.5, 7.8], "total_charge": 0, "homo_ev": [-7.846, -9.668], "s2": 2.04, "symbols": ["C", "C", "C", "C", "C", "N", "N", "O", "H", "H", "H", "H"], "coordinates": [[-0.104, 1.507, 0.766], [-1.385, 1.047, 0.548], [-0.789, -0.964, -0.067], [0.503, -0.444, -0.303], [0.852, 0.825, 0.162], [-1.740, -0.129, 0.216], [1.479, -1.172, -0.871], [1.652, -2.334, -1.227], [0.100, 2.451, 1.192], [-2.042, 1.872, 0.579], [-0.893, -2.001, -0.109], [2.365, -0.658, -0.888]], "forces_ev_per_a": [[1.0, 1.2, -0.3], [-0.3, 2.7, 0.9], [2.3, 0.9, -0.5], [-0.5, -0.9, 0.4], [0.0, -1.9, -0.3], [-2.0, -1.5, -0.1], [3.7, 2.0, -0.1], [-1.4, -2.7, -0.5], [-0.2, 1.0, 0.4], [-1.7, 0.3, 0.5], [-0.7, -1.5, -0.5], [-0.2, 0.4, 0.0]]}

---

Entry 9:
{"formula": "C5H4N2O3", "method": "the ωB97M-V functional and the def2-TZVPD basis", "gap_ev": [8.5, 8.5], "total_charge": 0, "homo_ev": [-9.625, -9.626], "symbols": ["H", "N", "C", "O", "C", "C", "N", "C", "C", "O", "O", "H", "H", "H"], "coordinates": [[1.641, 1.952, 1.299], [1.044, 1.492, 1.980], [-0.071, 1.041, 1.481], [-0.703, 0.436, 2.460], [-0.124, 0.310, 0.176], [0.582, 0.636, -0.931], [0.421, -0.066, -2.105], [-0.340, -1.103, -2.106], [-1.051, -1.582, -0.908], [-1.737, -2.568, -0.838], [-0.836, -0.834, 0.207], [0.218, 0.629, 3.189], [1.377, 1.379, -0.902], [-0.420, -1.724, -3.003]], "forces_ev_per_a": [[0.3, -0.1, 0.0], [-0.3, 2.0, -1.9], [3.6, -2.8, 1.8], [1.0, 0.0, 2.9], [0.0, 0.9, -1.1], [-0.1, 0.1, 0.5], [0.1, -0.6, -0.1], [0.4, 0.1, 0.0], [-0.3, -1.0, -0.4], [0.4, 0.6, -0.1], [-0.7, 0.8, 0.6], [-3.8, -0.4, -2.1], [-0.6, 0.1, -0.2], [-0.2, 0.3, 0.2]]}

---

Entry 10:
{"formula": "C5H4N2OS", "method": "the ωB97M-V functional and the def2-TZVPD basis", "gap_ev": 9.4, "total_charge": 0, "homo_ev": -9.155, "symbols": ["C", "C", "N", "O", "C", "C", "N", "C", "S", "H", "H", "H", "H"], "coordinates": [[-0.432, -1.670, 0.034], [-0.807, -0.242, -0.109], [-2.298, 0.348, -0.059], [-2.043, 1.679, -0.031], [-0.764, 1.981, 0.019], [0.036, 0.835, -0.008], [1.459, 0.781, 0.036], [2.412, 0.027, -0.082], [3.831, -0.590, -0.033], [-1.212, -2.182, 0.330], [-0.071, -2.205, -0.960], [0.346, -1.819, 0.698], [-0.455, 3.059, 0.165]], "forces_ev_per_a": [[2.3, 1.4, -4.9], [-5.2, 1.5, 0.7], [6.0, -2.5, -0.5], [0.4, 0.2, 0.2], [1.3, 0.9, 0.4], [0.7, 0.9, -0.4], [-0.4, -1.1, -0.4], [-2.1, 2.4, 0.8], [0.7, -0.8, -0.3], [-4.1, -2.7, 1.6], [-0.7, 1.4, 1.7], [1.7, 0.0, 1.5], [-0.7, -1.5, -0.4]]}

---

Entry 11:
{"formula": "C5H4N2OS", "method": "the ωB97M-V functional and the def2-TZVPD basis", "spin_multiplicity": 3, "gap_ev": [5.8, 7.1], "total_charge": 0, "homo_ev": [-6.458, -9.452], "s2": 2.04, "symbols": ["C", "C", "C", "C", "C", "N", "N", "O", "S", "H", "H", "H", "H"], "coordinates": [[-0.712, -1.931, -0.494], [-1.615, 0.165, 0.609], [0.565, 1.158, -0.060], [-1.481, -1.032, 0.013], [-0.388, 0.962, 1.011], [0.261, -2.532, -0.940], [1.341, 0.330, -0.665], [3.028, -1.215, -1.397], [1.613, -0.986, -1.438], [-2.578, 0.686, 0.774], [0.506, 2.168, -0.550], [-0.627, 1.895, 1.326], [0.088, 0.331, 1.809]], "forces_ev_per_a": [[3.3, -2.5, -1.0], [-0.7, 0.3, -0.5], [0.0, 1.7, -2.3], [-1.1, 2.4, 0.7], [0.4, -4.6, 1.1], [-3.1, -0.4, 1.7], [-0.2, -0.3, -0.1], [0.7, -0.8, 0.0], [0.8, 2.2, -1.1], [0.5, -0.6, -0.4], [0.5, -0.8, 0.6], [-1.0, 2.6, 1.5], [0.0, 0.8, -0.2]]}

---

Entry 12:
{"formula": "C5H4N3P", "method": "the ωB97M-V functional and the def2-TZVPD basis", "gap_ev": [8.4, 8.4], "total_charge": 0, "homo_ev": [-10.495, -10.496], "symbols": ["C", "C", "C", "C", "C", "N", "N", "N", "P", "H", "H", "H", "H"], "coordinates": [[1.507, -0.855, -0.671], [0.514, 0.859, -1.907], [-1.766, 0.703, -0.290], [0.651, 0.232, -0.576], [-0.738, -0.202, -0.162], [2.228, -1.711, -0.799], [0.341, 1.419, -2.882], [-2.659, 1.417, -0.146], [-0.728, -1.546, 0.963], [1.101, 1.062, 0.117], [0.433, 0.076, 2.579], [-2.127, -1.562, 1.122], [1.244, 0.108, 2.651]], "forces_ev_per_a": [[0.8, -0.3, 0.1], [0.4, -0.1, 0.9], [-1.8, 0.9, 0.4], [-1.2, 3.7, -0.2], [1.8, -2.8, 2.9], [1.6, -2.1, -0.2], [-0.1, 0.4, -1.0], [0.0, 0.1, -0.4], [-0.6, 1.2, -2.0], [-0.9, -1.5, -0.9], [2.2, 0.2, 0.3], [-0.2, 0.1, 0.2], [-2.0, 0.0, -0.1]]}

---

Respective energy relative to the best compared isomer or geometry (same formula, charge and spin) values: 41.9 98.9 123.7 163.8 143.8 56.8 44.3 0.0 50.9 61.2 65.2 36.7 kcal/mol.
Respective molecular weight values: 92.10 92.10 92.10 92.10 108.10 108.10 108.10 108.10 140.10 140.17 140.17 137.08 g mol⁻¹.